1.
{
  "formula": "C12H15F9N3NaO15",
  "method": "the ωB97M-V functional and the def2-TZVPD basis",
  "symbols": ["Na", "N", "O", "O", "O", "N", "O", "O", "O", "N", "O", "O", "O", "C", "C", "O", "C", "O", "C", "F", "F", "F", "H", "H", "H", "H", "H", "C", "C", "O", "C", "O", "C", "F", "F", "F", "H", "H", "H", "H", "H", "C", "C", "O", "C", "O", "C", "F", "F", "F", "H", "H", "H", "H", "H"],
  "xyz": [[-0.705644, 0.375576, -1.561077], [-0.610593, 3.700363, -3.030699], [-1.426524, 4.461023, -3.543303], [-1.053013, 2.650547, -2.550607], [0.580458, 3.966378, -2.990839], [-2.956530, -0.982081, -3.487644], [-1.827492, -1.293884, -3.068589], [-3.926768, -1.665346, -3.646941], [-3.167571, 0.253245, -3.720249], [-3.628087, 1.461396, -0.258944], [-3.614767, 2.155180, -1.181265], [-2.686962, 0.677757, -0.297395], [-4.490672, 1.466520, 0.638314], [3.680349, 1.907341, 0.037571], [3.892301, 2.029648, -1.447120], [3.981685, 0.704003, -2.027632], [2.818945, 0.056790, -2.496632], [1.668753, 0.422803, -2.247150], [3.070324, -1.317677, -3.223245], [4.367827, -1.658173, -3.258025], [2.346415, -2.274356, -2.654799], [2.726234, -1.364110, -4.521961], [3.658784, 2.873819, 0.541135], [4.319729, 1.163590, 0.513084], [2.702613, 1.433775, 0.126289], [4.876011, 2.492195, -1.527471], [3.152369, 2.512186, -2.085685], [-1.469900, -3.540689, -0.129364], [-0.082894, -3.846051, -0.697152], [0.932411, -3.441012, 0.287532], [1.307232, -2.134196, 0.575026], [0.680997, -1.202539, 0.018034], [2.422072, -2.025604, 1.645284], [3.294507, -1.103714, 1.349335], [1.795706, -1.684977, 2.780318], [3.033384, -3.184701, 1.910997], [-1.839167, -2.540877, 0.098964], [-1.578462, -4.251915, 0.689456], [-2.072422, -4.000160, -0.912906], [0.153757, -3.206327, -1.547351], [0.169772, -4.858928, -1.010737], [-0.459267, 1.744173, 1.551220], [-0.587754, 1.537842, 3.045275], [-1.844048, 0.913940, 3.339831], [-2.351877, 0.848950, 4.582929], [-1.761530, 1.291476, 5.562402], [-3.687087, 0.021953, 4.810037], [-3.323128, -1.234429, 5.038172], [-4.403133, 0.624982, 5.795239], [-4.432324, 0.231696, 3.672949], [-0.341066, 0.786012, 1.045195], [0.399356, 2.395508, 1.388075], [-1.342203, 2.276475, 1.197417], [-0.607680, 2.488039, 3.578961], [0.246574, 0.886561, 3.305740]],
  "forces_ev_per_angstrom": [[-1.08, 0.52, -0.65], [-2.01, -0.68, 0.07], [-0.25, 1.37, -0.76], [0.52, -1.35, 0.76], [2.48, 0.52, 0.10], [-0.87, 6.31, -0.43], [1.03, -1.85, 0.55], [-1.04, -4.20, 0.06], [1.32, -0.63, 0.02], [-0.14, -1.56, 1.20], [-2.39, 5.82, -4.46], [3.01, -4.40, 2.74], [-0.25, -0.17, 0.88], [-1.91, -0.70, -0.11], [0.37, -0.26, -0.17], [-1.26, -2.45, -1.71], [-1.43, 2.37, 2.25], [3.44, -1.09, -1.02], [0.49, -0.03, -1.28], [0.11, -0.02, 0.98], [0.26, 0.04, 0.78], [-0.49, 1.05, 0.18], [0.16, -0.13, -0.01], [0.62, 0.45, -0.19], [-0.38, 0.30, 0.45], [0.06, -0.20, -0.94], [-0.23, 0.70, 0.80], [0.24, -2.50, -0.91], [0.42, 3.46, 0.13], [2.60, 1.05, 2.00], [-4.69, -0.67, -4.31], [3.02, -2.08, 2.41], [-1.58, -0.88, 0.48], [0.74, 0.51, -0.35], [-0.05, 0.38, 0.31], [0.20, 0.17, -0.54], [0.68, 0.03, -0.25], [-0.26, 0.37, 0.52], [-0.71, 0.44, -0.07], [-0.45, 0.01, -0.30], [-0.34, -0.08, 0.71], [-0.68, 0.43, 0.39], [0.17, 0.41, -0.12], [-2.15, -1.37, 0.69], [2.67, 0.67, 0.94], [-1.10, -0.49, -1.04], [0.62, 3.65, -2.77], [-1.24, 0.10, 0.22], [0.73, -1.54, -0.12], [0.54, -1.59, 1.40], [-0.11, 0.25, -0.03], [0.18, -0.12, -0.10], [0.06, -0.25, -0.34], [0.50, -0.08, 0.11], [-0.15, 0.01, 0.87]],
  "lowdin_charge": [0.384, -0.666, -0.050, -0.051, -0.087, -0.638, -0.099, -0.039, -0.061, -0.684, 0.044, -0.109, -0.072, -0.061, -0.188, -0.023, -0.232, 0.148, -0.520, 0.144, 0.175, 0.158, 0.087, 0.072, 0.063, 0.115, 0.132, -0.038, -0.162, -0.031, -0.248, 0.109, -0.567, 0.200, 0.162, 0.165, 0.094, 0.071, 0.084, 0.106, 0.124, -0.044, -0.195, 0.033, -0.336, 0.096, -0.484, 0.180, 0.133, 0.134, 0.055, 0.083, 0.093, 0.125, 0.118],
  "gap_ha": 0.1989,
  "e_tot_ev": -76735.0324,
  "charge": -2,
  "lumo_ev": 3.65
}

---

2.
{
  "formula": "C12H15FNO",
  "method": "the ωB97M-V functional and the def2-TZVPD basis",
  "symbols": ["C", "C", "C", "C", "C", "C", "C", "C", "C", "C", "C", "C", "N", "O", "F", "H", "H", "H", "H", "H", "H", "H", "H", "H", "H", "H", "H", "H", "H", "H"],
  "xyz": [[-0.700084, -3.280035, 0.326181], [0.464413, -3.020598, -0.413532], [-1.342335, -2.155140, 0.806141], [1.131114, -1.852595, -0.357884], [-0.869259, -0.751456, 0.638588], [0.573845, -0.759300, 0.233000], [-1.751729, -0.156671, -0.565307], [-1.666982, 1.288933, -0.742222], [2.649546, 0.741552, -0.113133], [-2.118454, 2.095256, 0.439787], [3.571967, 1.449942, 0.754113], [-1.298397, 1.856632, -1.863312], [1.351461, 0.317082, 0.529293], [2.864550, 0.349622, -1.211591], [0.854302, 1.274001, 1.415660], [-1.246162, -4.248784, 0.454804], [1.002336, -3.857892, -0.875447], [-2.376982, -2.357309, 1.052144], [2.033747, -1.817775, -0.852660], [-0.994223, -0.105583, 1.580940], [-1.689405, -0.756415, -1.503291], [-2.858137, -0.424213, -0.222708], [-1.323618, 2.794598, 0.750013], [-2.419423, 1.382600, 1.151842], [-3.044873, 2.811155, 0.344060], [3.004191, 2.140100, 1.291526], [4.370968, 1.953652, 0.154693], [3.948915, 0.732293, 1.494088], [-0.882565, 1.360462, -2.741525], [-1.238731, 2.995888, -1.954263]],
  "forces_ev_per_angstrom": [[-2.19, 1.23, 0.81], [0.81, -2.30, 0.56], [-0.18, -1.54, -0.85], [-0.53, -0.25, -1.00], [0.59, -0.13, 0.72], [-0.36, 2.71, 1.68], [-2.75, -2.20, 0.53], [-0.53, 1.07, 0.17], [-0.21, -1.26, -0.64], [-1.07, 2.41, -0.64], [1.17, 0.12, -0.30], [1.32, 2.30, -1.46], [-0.13, 0.13, -0.35], [-0.47, -0.11, -0.12], [0.00, -0.86, -0.74], [1.03, 0.89, -0.48], [-0.42, 0.32, -0.10], [-0.06, 0.58, 0.66], [1.90, 0.34, -0.73], [-0.10, -0.98, -1.44], [0.66, 0.45, 0.69], [2.07, 0.67, -0.48], [-0.24, -0.61, 0.36], [-0.14, -0.38, 1.65], [1.58, -1.55, -0.52], [-0.57, 1.49, 1.09], [-0.69, -0.67, 0.63], [0.22, 0.13, -0.24], [-0.34, -0.27, 0.30], [-0.37, -1.72, 0.24]],
  "lowdin_charge": [-0.023, 0.012, 0.010, 0.000, -0.175, -0.096, -0.098, -0.427, -0.383, -0.060, 0.034, 0.067, 0.104, 0.177, 0.053, 0.144, 0.146, 0.130, 0.105, 0.182, 0.148, 0.174, 0.088, 0.041, 0.136, 0.066, 0.135, 0.125, 0.076, 0.110],
  "gap_ha": 0.2727,
  "e_tot_ev": -18931.1455,
  "smiles": "C=C(C)C[C@H]1C=CC=C/C1=[N+](/F)C(C)=O",
  "charge": 1,
  "lumo_ev": -5.45
}

---

3.
{
  "formula": "C12H15N3",
  "method": "the ωB97M-V functional and the def2-TZVPD basis",
  "symbols": ["N", "C", "C", "C", "C", "H", "H", "H", "H", "H", "N", "C", "C", "C", "C", "H", "H", "H", "H", "H", "N", "C", "C", "C", "C", "H", "H", "H", "H", "H"],
  "xyz": [[-2.804650, 0.737729, -0.477807], [-2.755220, -0.196161, -1.512137], [-2.442890, 0.427249, -2.680037], [-2.148360, 1.750389, -2.333557], [-2.557400, 1.946159, -0.989417], [-3.059730, 0.414819, 0.444553], [-3.141790, -1.201051, -1.427537], [-2.196940, -0.016221, -3.633577], [-1.800270, 2.509169, -3.018747], [-2.672490, 2.786069, -0.320307], [0.271570, 0.554829, -2.132297], [0.943860, -0.648061, -2.194047], [1.331480, -1.005281, -1.005887], [0.707120, -0.126571, -0.097787], [0.108980, 0.883249, -0.865427], [-0.196500, 1.051079, -2.877107], [1.169440, -1.090721, -3.152997], [1.879550, -1.884841, -0.701897], [0.621640, -0.224271, 0.974383], [-0.549490, 1.730759, -0.744857], [2.037790, 0.073679, 3.631703], [0.873930, -0.469421, 3.073793], [1.144530, -1.574071, 2.306583], [2.543600, -1.685801, 2.343903], [3.044020, -0.731391, 3.180133], [2.088180, 0.879339, 4.238723], [-0.053810, 0.083449, 3.068773], [0.423060, -2.107121, 1.705133], [3.127530, -2.377661, 1.755033], [4.063260, -0.489321, 3.442713]],
  "forces_ev_per_angstrom": [[-1.06, -2.63, -1.26], [-0.87, -0.54, 0.29], [0.82, 0.05, 0.40], [-2.24, 1.96, 0.91], [0.60, 0.70, -1.13], [0.01, 0.74, -0.09], [0.35, -0.01, 0.52], [-0.35, -0.18, 0.10], [-0.19, 0.23, 0.14], [0.46, 0.28, -0.41], [1.01, -1.05, -1.75], [-0.10, 1.26, -4.91], [0.11, -1.62, 3.72], [-0.79, 2.28, 0.33], [0.32, -0.54, 1.90], [0.54, -0.47, 0.13], [0.01, 0.07, -0.01], [0.00, -0.02, -0.27], [0.35, 0.56, -0.96], [0.81, -0.24, 1.00], [-1.49, -1.44, -1.19], [-0.68, 0.72, 0.69], [0.22, 0.73, 1.23], [0.67, -0.89, -0.21], [1.11, 0.76, 0.16], [0.07, -0.35, -0.25], [-0.01, -0.03, 0.53], [0.21, -0.04, 0.16], [0.11, -0.05, 0.28], [-0.02, -0.22, -0.05]],
  "lowdin_charge": [0.024, -0.116, -0.128, -0.153, -0.164, 0.157, 0.110, 0.110, 0.104, 0.120, 0.004, -0.161, -0.124, -0.080, -0.152, 0.116, 0.108, 0.099, 0.030, 0.082, 0.036, -0.168, -0.155, -0.118, -0.146, 0.146, 0.107, 0.110, 0.096, 0.107],
  "gap_ha": 0.3024,
  "e_tot_ev": -17154.6099,
  "smiles": "c1cc[nH]c1.c1cc[nH]c1.c1cc[nH]c1",
  "lumo_ev": 0.73
}

---

How do the records compare in relative energy (zero: lowest compared OMol25 entry of this formula, charge and spin)? In the order shown, they have 2.523; 1.635; 2.222 eV.